No. 1
22
Properties=species:S:1:pos:R:3:lowdin_charge:R:1 method="wB97M-V/def2-TZVPD" charge=-1 largest_force_ev_per_a=5.009 gap_ev=6.3 relative_energy_kcal_mol=0.0
H -1.03730 -0.88857 2.45637 0.06
Cl -4.20241 -2.04829 -0.38522 -0.68
H 2.76166 1.64313 1.12883 0.09
H -0.49983 -2.08359 1.31325 0.07
H -1.66523 -0.27749 -2.32155 0.04
C 0.27930 1.51814 -1.16193 -0.03
O 2.01212 -1.41170 -1.44491 -0.41
O 2.55529 -1.65073 0.90591 -0.42
C 1.48651 1.97013 -0.52354 -0.05
H 1.34233 0.20078 2.34115 0.14
C -0.86747 -1.04665 1.44784 -0.07
H -1.83263 -1.01210 0.91855 0.04
H -2.28864 0.87005 -1.31012 0.11
S 1.51204 -1.67242 -0.07922 0.89
H -2.17138 -0.79867 -0.79844 -0.09
H 2.00545 2.70321 -0.99730 0.06
C 1.02471 0.48169 1.30661 -0.17
C 1.82348 1.44336 0.70960 -0.09
C -1.70143 -0.05855 -1.35062 -0.06
C -0.48056 0.44378 -0.63933 -0.20
H 0.01653 1.70049 -2.23469 0.12
C -0.07255 -0.02600 0.71875 -0.37

---

No. 2
21
Properties=species:S:1:pos:R:3:lowdin_spin:R:1 method="wB97M-V/def2-TZVPD" spin_multiplicity=3 s_squared=2.01 largest_force_ev_per_a=6.306 gap_ev="8.3 / 8.4" relative_energy_kcal_mol=0.0
H 2.90653 0.70281 1.54930 0.01
H 4.36417 1.38233 -0.04642 0.00
H -4.07407 -0.31813 0.92398 0.00
C 2.51136 1.33916 0.77051 0.01
H -4.49892 -2.15923 1.33748 0.04
C 1.24569 1.80906 0.66786 0.01
H 1.56960 3.59723 -2.27606 0.00
C 3.08221 2.31554 -1.41081 0.01
C -3.90616 -1.16123 1.52016 0.13
Cl -1.17578 1.37281 3.91068 0.12
C 1.77350 2.90328 -1.42679 0.00
O 0.14088 1.56394 1.53715 0.15
H -4.10390 -0.95094 2.60165 0.02
H 3.70778 2.43619 -2.16303 0.00
P 0.30861 0.49842 2.78860 0.67
H -1.74705 -1.08077 0.94694 0.05
C 0.87807 2.65868 -0.40912 0.00
C -2.47341 -1.42055 1.73351 0.74
H 0.01170 3.23211 -0.60448 0.00
H -2.06871 -1.94331 2.64373 0.04
C 3.40694 1.56632 -0.26927 0.00

---

No. 3
20
Properties=species:S:1:pos:R:3:lowdin_charge:R:1 method="wB97M-V/def2-TZVPD" largest_force_ev_per_a=3.205 gap_ev="6.6 / 7.9" relative_energy_kcal_mol=166.9
H -0.98730 -0.45813 -1.65151 0.14
H -1.75081 1.43989 1.31328 0.07
H -2.32519 1.92017 -0.33023 0.13
C -0.11717 -0.34423 -0.91605 -0.20
H 1.74342 -2.72520 0.81519 0.09
C 0.65676 1.68773 0.27050 -0.16
H 0.68366 -0.20623 -1.59697 0.10
C -1.79600 1.08128 0.29590 -0.07
C 0.10320 -1.48466 0.00602 -0.20
P 3.47324 2.10598 -0.68449 0.81
C 2.60951 -0.84246 0.26606 -0.56
C 2.00907 1.66897 -0.15843 -0.45
Cl 4.24482 -1.10868 0.69614 0.60
H 4.19210 0.96532 -0.43535 -0.24
H 0.50572 2.42863 1.02571 0.10
C -0.40503 0.91705 -0.12490 -0.31
H -2.32403 0.06079 0.14304 0.11
H -0.42693 -1.57532 0.98306 0.13
C 1.57358 -1.69242 0.48511 -0.19
H -0.10891 -2.36430 -0.49506 0.08

---

No. 4
21
Properties=species:S:1:pos:R:3:lowdin_charge:R:1 method="wB97M-V/def2-TZVPD" largest_force_ev_per_a=4.543 gap_ev=9.4 relative_energy_kcal_mol=0.0
H -0.35340 -1.87377 0.01395 0.04
H 0.77736 -2.14953 -1.18327 0.06
C 0.56580 -2.41595 -0.11269 -0.11
H -3.41201 2.32918 -0.45606 0.12
C 1.67406 -1.60094 0.74520 -0.37
C -0.68084 0.70276 1.04870 -0.10
Cl 2.84062 1.15606 1.34831 0.32
H 2.50854 -2.17187 0.78798 0.03
S 3.10545 -0.15734 -1.65873 0.19
H -0.45511 0.31234 2.11754 0.14
H 0.28335 0.96425 -2.09593 0.06
C -1.63742 1.56740 -1.38740 -0.06
C -1.99455 1.23841 0.93766 -0.10
P 1.96778 0.05438 -0.07576 0.02
C -0.34496 1.07648 -1.27351 -0.09
H 0.54557 -3.47106 0.12834 0.07
H 1.20355 -1.44431 1.72188 0.06
C -2.45534 1.78003 -0.22870 -0.06
C 0.20852 0.73577 -0.01019 -0.37
H -2.45454 1.33005 1.88555 0.09
H -1.89242 2.03767 -2.25287 0.07

---

No. 5
22
Properties=species:S:1:pos:R:3:lowdin_charge:R:1 method="wB97M-V/def2-TZVPD" largest_force_ev_per_a=3.028 gap_ev="7.0 / 6.9" relative_energy_kcal_mol=53.7
Cl -0.10481 2.70124 2.39615 0.28
H 1.51804 0.23064 -2.30921 0.03
C 0.92745 1.03931 -2.05139 -0.20
H 1.15698 0.37944 2.82637 0.10
H -0.96420 0.85070 -3.36936 0.08
S -0.84446 3.00867 -2.30119 0.57
C 0.59251 -0.35300 2.13822 -0.15
C -0.45051 -0.01283 1.22502 -0.50
C -1.01019 -1.00625 0.45378 -0.14
H 0.34367 1.99148 -4.05876 0.07
C 0.46423 -2.64075 1.40522 -0.07
H -1.77298 -0.71330 -0.26320 0.11
C -0.38473 -2.25824 0.41413 -0.10
H 0.69963 -3.66447 1.24116 0.09
H 1.70642 1.64498 -1.60708 0.07
C -0.12074 1.59631 -3.10210 -0.67
P -1.22507 1.63821 1.19214 0.01
H 0.47519 0.54449 -1.19511 0.02
C 1.00861 -1.63263 2.25418 -0.09
H -0.80154 -2.98085 -0.29266 0.11
S -3.00721 1.44888 1.91585 0.23
H 1.79372 -1.81204 3.08783 0.14

---

No. 6
25
Properties=species:S:1:pos:R:3:lowdin_spin:R:1 method="wB97M-V/def2-TZVPD" charge=+2 spin_multiplicity=4 s_squared=3.77 largest_force_ev_per_a=6.539 gap_ev="5.3 / 2.6" relative_energy_kcal_mol=11.3
C 0.23081 -0.77929 1.40149 0.13
H -4.02751 0.76551 1.91131 0.00
S -2.42038 0.58391 0.17793 0.14
O 0.12546 -1.22718 2.46891 0.09
C 5.36939 0.45681 0.00975 0.47
H 5.18748 -0.92809 -1.59870 0.02
C -3.83891 1.30246 0.95170 0.04
H -4.59133 1.10747 0.16187 0.01
H 5.21084 -1.66447 0.12422 0.02
C 0.11475 0.61388 -1.81763 0.09
O 0.08489 2.58608 0.91987 0.05
O 0.07384 1.04536 -2.86845 0.06
H -3.57917 2.37484 1.06365 0.00
H -2.26964 -1.76680 0.73362 0.00
H 5.35229 0.61683 1.09712 0.02
H -2.81790 -1.51634 -0.96672 0.00
C 5.29267 -0.77442 -0.51541 0.47
Co 0.31622 -0.10375 -0.19199 0.99
C -2.91572 -1.15752 0.07036 0.01
O -0.25123 -2.73354 -1.34899 0.10
C 0.01302 -1.69269 -0.90419 0.15
C 0.23038 1.50722 0.50181 0.10
O -2.26915 1.17209 -1.20833 0.03
H 5.32879 1.35317 -0.62499 0.02
H -3.94989 -1.14157 0.45179 0.00

---

No. 7
35
Properties=species:S:1:pos:R:3:lowdin_spin:R:1 method="wB97M-V/def2-TZVPD" charge=-2 spin_multiplicity=2 s_squared=0.76 largest_force_ev_per_a=0.964 gap_ev="6.0 / 4.9" relative_energy_kcal_mol=33.7
H -2.22025 -2.34103 1.64825 0.00
H -1.70967 -2.38976 4.01312 0.00
F 1.45068 -1.12711 1.07104 0.00
Sb 1.67294 -2.53503 -0.22825 0.00
Se -2.31316 3.12472 0.33188 0.00
O 1.14846 0.95717 4.24045 0.00
Te -3.58453 6.14094 -0.27798 0.47
F 3.07492 -3.20273 0.84703 0.00
O -0.35839 1.06645 2.59470 0.00
S -0.32455 -2.03916 -1.53459 0.00
H -0.59872 -2.51944 1.76506 0.00
F 1.03025 1.47569 -0.19047 0.00
F 2.89523 -1.42755 -1.16878 0.00
F 0.45382 -3.62060 0.79521 0.00
C 1.54524 0.37421 -4.17857 0.00
H 2.42441 0.37502 -4.81150 0.00
C -0.08902 -1.00475 3.86032 0.00
H -2.18902 -0.76418 3.51025 0.00
C 0.73162 1.49782 -4.09612 0.00
N -1.37118 -1.88858 1.96133 0.00
H 0.72012 -1.62892 3.46609 0.00
C 0.27932 0.45267 3.54379 0.00
Se -1.29599 5.17512 -0.44208 0.14
Sn -0.58108 0.52926 0.50702 0.00
H -1.05729 2.28941 -3.19016 0.00
H 0.95991 2.40387 -4.64142 0.00
C 0.11475 -0.66669 -2.59502 0.00
H 1.83232 -1.63683 -3.45134 0.00
C -1.42636 -1.53710 3.37712 0.00
H -0.03472 -1.08524 4.94732 0.00
N -0.69743 0.37651 -2.54882 0.00
C 1.22880 -0.74251 -3.42938 0.00
Se -3.41889 8.42629 -0.95791 0.40
C -0.38510 1.44319 -3.28331 0.00
F 2.09256 -3.95113 -1.45429 0.00

---

No. 8
41
Properties=species:S:1:pos:R:3:lowdin_charge:R:1 method="wB97M-V/def2-TZVPD" charge=-2 largest_force_ev_per_a=14.616 gap_ev=4.6 relative_energy_kcal_mol=206.3
H -1.78670 -0.62832 0.85107 0.04
H 3.63290 -2.79323 1.34243 0.07
H 2.72458 -4.02727 0.49551 0.06
N -0.58723 0.98116 -2.70195 -0.62
O -2.10908 1.77702 2.26314 0.00
H -0.80518 0.36697 2.88301 0.12
F -1.33642 -4.04880 -1.29805 0.14
C -1.64935 -2.74828 -1.05238 -0.58
O 0.92462 2.28789 -1.41093 -0.07
F -2.01195 -2.13354 -2.14029 0.24
C 2.62403 -3.14855 1.13257 -0.05
C -2.37203 -0.64516 1.77043 -0.03
H -2.33565 0.35588 3.76249 0.11
N 2.83286 0.33624 -0.51249 -0.64
O 2.92395 2.20427 -2.11389 -0.01
O 0.60913 -2.73273 -0.05849 0.03
O 2.32157 -0.00147 -1.56682 -0.06
H -3.42009 -0.47743 1.52242 0.08
F -2.40721 4.28701 1.82933 0.13
F -2.42633 3.70564 -0.32756 0.17
O 0.35396 0.24974 -2.63155 -0.04
O -1.33293 1.03600 -1.75384 -0.04
O -0.74566 1.64010 -3.73842 -0.02
F -2.56892 -2.73801 -0.12564 0.18
O -0.31308 1.67363 0.82941 0.12
H 2.40433 -1.98095 -0.63557 0.13
C -1.88204 0.50228 2.78224 -0.19
O 4.05168 0.46754 -0.60960 -0.03
H 2.05635 -3.47235 2.00492 0.06
H 1.82779 -1.13203 0.79570 0.11
O -0.42900 -0.71426 -0.35814 0.03
N 1.74398 2.50570 -2.26428 -0.57
O 1.29132 2.89657 -3.33933 -0.04
F -0.61545 4.44217 0.63393 0.19
Na 0.48193 0.57356 -0.78469 0.01
H -2.06963 -1.56845 2.26459 0.08
C 1.81194 -2.08843 0.27307 -0.19
C -0.49267 -1.96849 -0.44679 -0.18
C -1.37380 2.26748 1.21411 -0.19
O 2.16884 0.77308 0.40296 -0.03
C -1.71535 3.71782 0.81737 -0.52